This record from the OMol25 dataset describes an isolated molecule of C18H17N7OS in a non-equilibrium geometry. The level of theory is wB97M-V/def2-TZVPD.

## Properties
- Strongest force on any atom: 1.31 eV/Å
- Gap between HOMO and LUMO: 8.14 eV
- E_LUMO: -0.01 eV
- SMILES: CCCn1c2ccccc2c2nnc(SCC(=O)Nc3ncccn3)nc21

Positions of all 44 atoms, in Å:
C: -0.92115 -0.54608 -2.60284
C: -0.55884 0.85665 -3.07090
C: -0.52835 1.85303 -1.90763
N: 0.60942 1.65084 -1.04244
C: 1.93625 1.90417 -1.37103
C: 2.46723 2.41435 -2.54421
C: 3.84024 2.57929 -2.61385
C: 4.67135 2.25272 -1.54616
C: 4.15031 1.76172 -0.36452
C: 2.77632 1.59041 -0.27634
C: 1.90381 1.15663 0.77352
N: 2.10592 0.77539 2.01685
N: 1.06319 0.49866 2.74796
C: -0.15403 0.58024 2.22293
S: -1.45760 0.21297 3.31064
C: -2.89676 0.34982 2.19407
C: -2.68248 -0.15097 0.78764
O: -3.04554 0.48074 -0.17922
N: -2.14986 -1.40790 0.62173
C: -1.87345 -2.41106 1.51701
N: -1.09842 -3.38023 1.03138
C: -0.79863 -4.36903 1.85348
C: -1.27002 -4.41675 3.15818
C: -2.09940 -3.37409 3.54317
N: -2.40688 -2.37808 2.73148
N: -0.47753 0.90506 0.96748
C: 0.57418 1.22138 0.23202
H: -0.92657 -1.23953 -3.44048
H: -1.91270 -0.52715 -2.15649
H: -0.19905 -0.90166 -1.86913
H: -1.30331 1.20128 -3.79011
H: 0.41253 0.84012 -3.56884
H: -1.42711 1.73257 -1.29797
H: -0.48947 2.87736 -2.29347
H: 1.83906 2.68754 -3.37754
H: 4.27528 2.97417 -3.51983
H: 5.73683 2.39452 -1.64414
H: 4.77870 1.51784 0.47695
H: -3.66761 -0.24657 2.68232
H: -3.19867 1.39591 2.13894
H: -1.87995 -1.63326 -0.33029
H: -0.16140 -5.14154 1.44306
H: -1.01456 -5.21992 3.82754
H: -2.54128 -3.32157 4.52908

Force components x, y, z for each atom (eV/Å):
0.0 0.1 -0.2
-0.1 0.0 0.2
-0.3 0.1 -0.5
-0.1 0.0 -0.1
0.7 0.0 0.2
-0.1 0.0 -0.1
-0.1 0.0 0.0
0.2 0.0 0.0
-0.2 0.0 -0.1
0.2 0.1 -0.3
-1.0 -0.1 -0.1
0.8 0.3 -0.7
-0.5 -0.4 1.0
-0.1 0.3 -0.7
-0.2 0.2 0.3
0.5 0.4 0.4
-0.7 -0.1 0.1
-0.2 0.0 -0.1
0.1 -0.1 -0.6
0.1 -0.6 0.4
0.1 0.3 -0.3
-0.1 0.0 0.3
0.0 0.1 0.0
0.2 -0.3 -0.1
-0.4 0.0 -0.3
0.6 0.5 -0.2
0.4 -0.3 1.2
0.0 -0.1 0.0
-0.1 -0.1 0.0
0.1 -0.1 0.1
0.0 0.1 -0.1
0.0 0.1 -0.1
0.1 0.1 0.0
0.0 0.0 0.1
-0.1 0.0 -0.1
0.0 0.0 -0.1
0.1 0.0 0.0
0.1 0.0 0.1
0.0 0.0 0.0
0.0 -0.2 -0.2
-0.1 0.1 0.2
0.0 -0.1 0.1
0.0 -0.1 0.1
0.0 -0.1 0.1

Atom charges from the Mulliken analysis, given in e for atoms 1 to 8: C -1.00; C -0.48; C -0.95; N 0.34; C 0.40; C -0.51; C -0.71; C -0.56